Entry 1:
{"formula": "C42H34Br2F7N12OSbSr", "method": "ωB97M-V with the def2-TZVPD basis set", "e_homo_ev": -2.4, "total_charge": -2, "elements": ["H", "F", "C", "C", "C", "F", "C", "N", "F", "H", "C", "H", "H", "C", "C", "C", "H", "N", "H", "C", "N", "C", "N", "C", "C", "H", "H", "H", "Br", "H", "N", "C", "H", "C", "N", "Br", "H", "C", "C", "H", "H", "H", "H", "C", "H", "C", "F", "C", "C", "C", "H", "N", "N", "C", "C", "O", "C", "C", "Sr", "C", "C", "H", "C", "C", "H", "H", "C", "C", "F", "C", "H", "C", "H", "C", "H", "H", "H", "C", "C", "H", "H", "H", "C", "C", "N", "H", "H", "Sb", "N", "H", "C", "H", "C", "H", "F", "F", "C", "N", "N", "C"], "coordinates": [[0.28, -2.71, -3.99], [0.28, -7.23, -3.16], [1.14, -6.66, -1.04], [0.05, -2.02, -3.18], [-1.40, 2.97, 2.83], [-0.24, -4.76, -3.81], [-1.42, 3.49, 4.12], [-3.48, 0.73, -2.79], [1.98, -5.89, 1.04], [-3.76, -5.25, 4.38], [3.21, 5.60, -1.10], [1.98, -0.70, 1.69], [1.30, -7.70, -0.78], [-3.57, -0.12, -0.87], [1.17, -4.32, -0.49], [0.82, -0.73, -3.43], [4.62, -3.15, -2.79], [-1.94, 0.08, 3.04], [-5.07, -0.56, 0.44], [-1.87, -3.58, 2.07], [-3.06, -0.14, 3.63], [-1.73, 3.13, -0.84], [0.01, -2.11, 2.53], [1.00, 4.99, -0.46], [-2.57, 4.35, -2.77], [3.45, 2.03, -4.65], [-0.12, -2.79, 6.32], [-0.58, 3.62, -2.60], [-4.20, -5.12, 1.51], [2.33, -2.74, -3.56], [-4.06, -0.58, 0.36], [0.34, -4.97, -2.60], [1.66, 7.03, -0.76], [1.34, 3.63, -0.48], [-4.34, 0.45, -1.78], [-2.22, -4.51, 6.74], [4.62, 4.03, -1.38], [-3.40, -0.36, 1.57], [-2.88, -4.36, 2.64], [1.34, 0.50, 2.84], [1.82, 4.42, 4.39], [3.78, 0.57, -2.58], [3.65, -2.40, -1.50], [-2.96, -4.62, 4.02], [3.43, -1.72, -4.47], [1.92, 5.98, -0.77], [4.11, 6.56, -1.41], [0.57, -3.89, -1.71], [4.10, -2.24, -2.48], [3.19, 0.97, -4.62], [4.04, 0.41, -5.03], [-2.11, -0.05, 1.69], [-4.03, -0.43, 2.72], [0.84, -1.76, 4.73], [-2.06, -4.10, 4.88], [-1.78, -3.34, 0.81], [-0.93, -2.99, 3.03], [0.60, -6.28, -2.25], [-0.75, -1.49, 0.12], [3.60, 4.29, -1.13], [-0.26, 4.00, 4.64], [1.55, -1.25, 5.36], [-1.54, 3.69, -2.11], [-1.02, -3.25, 4.41], [-5.05, 3.90, -0.51], [-3.23, 2.72, 0.66], [0.93, 4.01, 3.94], [2.86, 0.54, -3.19], [1.53, -3.36, 0.40], [-4.05, 3.86, -0.93], [2.19, 1.29, -2.75], [1.78, -0.50, 2.74], [1.86, 3.52, 2.09], [-3.80, 4.43, -2.15], [-1.00, -1.76, -3.30], [-2.43, 4.78, -3.75], [0.34, 0.10, -2.91], [-3.01, 3.20, -0.28], [2.65, 3.31, -0.81], [2.97, 2.27, -0.81], [-2.32, 3.46, 4.72], [0.70, -0.50, -4.51], [1.42, -5.62, -0.16], [3.00, -1.88, -3.47], [0.33, -2.57, -1.86], [2.34, 0.81, -5.29], [-0.01, 5.30, -0.19], [-0.09, 2.10, 0.09], [-2.28, 0.39, -2.46], [2.75, -0.49, 3.26], [-0.23, 2.97, 2.06], [-2.30, 2.52, 2.47], [-0.08, -2.61, 5.25], [4.85, -1.45, -2.39], [-4.81, 5.07, -2.79], [-0.27, 4.51, 5.90], [0.93, 3.49, 2.65], [2.22, -0.75, -3.02], [-2.29, -0.20, -1.23], [0.85, -1.52, 3.33]]}


Entry 2:
{"formula": "C20H22N2O7S", "method": "ωB97M-V with the def2-TZVPD basis set", "e_homo_ev": -8.0, "smiles": "COc1ccc(CC(=O)Nc2ccc3c(c2)OCO3)cc1S(=O)(=O)N1CCOCC1", "elements": ["H", "O", "S", "C", "C", "H", "C", "C", "H", "C", "H", "C", "O", "C", "N", "C", "C", "H", "C", "H", "H", "C", "C", "O", "H", "H", "C", "H", "C", "O", "C", "H", "C", "C", "O", "C", "H", "H", "H", "O", "O", "H", "H", "H", "C", "N", "H", "C", "H", "H", "H", "H"], "coordinates": [[2.31, 0.79, -2.20], [4.36, -0.69, -1.03], [-1.72, -1.73, -0.87], [-5.12, -0.93, 1.87], [3.31, 1.59, 1.49], [-4.84, -0.36, 2.76], [3.58, 0.33, -0.55], [5.16, -1.10, 0.06], [1.96, -3.99, -1.23], [2.27, 2.28, 0.87], [-5.38, -1.94, 2.17], [1.90, 1.99, -0.44], [-4.04, -1.07, 0.98], [-3.26, 2.42, 0.10], [0.81, 2.60, -1.06], [2.58, 1.01, -1.18], [0.28, -1.21, 0.76], [1.14, -0.53, 0.81], [-1.44, 3.40, -1.34], [1.74, 3.05, 1.41], [6.22, -1.07, -0.24], [-2.22, 2.24, -0.79], [-1.83, 0.93, -1.07], [-0.05, 3.99, 0.53], [1.07, -2.43, 2.37], [-4.72, 1.54, 1.37], [1.16, -3.45, -0.71], [4.89, -2.14, 0.34], [3.94, 0.60, 0.78], [-2.14, -2.77, 0.02], [0.85, -2.13, -1.41], [3.59, 1.80, 2.51], [-2.43, -0.14, -0.45], [-0.15, 3.40, -0.52], [4.95, -0.24, 1.15], [0.64, -2.56, 1.37], [-1.98, 4.34, -1.16], [-5.98, -0.46, 1.39], [1.77, -1.55, -1.52], [-1.89, -1.95, -2.28], [1.63, -3.22, 0.60], [0.61, 2.22, -1.98], [-1.04, 0.70, -1.77], [-0.26, -3.18, 1.43], [-3.50, 0.04, 0.43], [-0.09, -1.33, -0.64], [-3.58, 3.42, 0.35], [-3.91, 1.35, 0.69], [0.40, -2.30, -2.39], [-0.56, -0.76, 1.28], [-1.24, 3.29, -2.40], [0.25, -4.07, -0.68]]}


Entry 3:
{"formula": "C26H69N2O15P2S9", "method": "ωB97M-V with the def2-TZVPD basis set", "e_homo_ev": -9.7, "total_charge": 1, "elements": ["H", "H", "H", "H", "H", "S", "H", "S", "H", "S", "C", "H", "H", "C", "H", "H", "C", "H", "C", "C", "H", "O", "H", "P", "H", "C", "H", "H", "H", "H", "H", "H", "C", "H", "C", "O", "O", "O", "O", "H", "H", "S", "S", "H", "H", "H", "H", "C", "C", "H", "H", "N", "H", "H", "C", "H", "H", "H", "C", "H", "H", "H", "H", "N", "C", "H", "C", "O", "H", "H", "S", "C", "C", "H", "H", "P", "H", "C", "H", "H", "S", "H", "H", "C", "H", "H", "H", "C", "O", "S", "O", "O", "C", "O", "O", "C", "H", "H", "O", "H", "C", "H", "O", "H", "H", "H", "H", "O", "C", "O", "H", "H", "H", "C", "H", "H", "H", "C", "S", "H", "H", "H", "C"], "coordinates": [[1.64, 1.80, -1.15], [-3.97, 0.68, 9.33], [9.58, -4.86, -2.55], [1.64, -4.49, -3.16], [-6.70, -0.74, 8.95], [5.11, 3.65, -9.37], [-0.23, -4.67, -0.68], [-1.39, 4.89, 1.44], [-2.40, -1.80, -1.44], [-4.53, -1.29, 8.10], [-2.43, -0.47, 1.67], [-6.54, -1.94, -1.85], [-6.44, -2.60, -0.18], [-5.90, -1.40, 9.26], [-2.11, 6.25, 3.28], [-1.28, 2.33, 4.44], [-2.14, -0.59, 0.30], [0.81, 8.36, -1.23], [-3.24, -1.46, 2.25], [5.41, 3.49, -11.14], [-6.50, -2.67, 1.89], [-2.06, -5.15, 4.32], [5.85, 5.90, -9.78], [-2.94, 1.17, 3.91], [5.98, -6.14, -2.42], [-5.86, -2.19, -1.02], [-1.52, 0.17, -0.19], [4.08, 5.72, -10.00], [0.35, 2.20, -2.31], [6.29, 4.07, -11.42], [8.42, -6.15, -2.97], [-0.38, -7.27, 6.66], [-0.51, -6.83, 5.67], [0.63, -3.21, -1.27], [-2.18, 5.19, 3.03], [-1.67, 3.45, 1.08], [7.03, -3.72, -3.48], [-5.08, -1.50, 6.73], [-4.31, 1.54, 3.54], [8.85, -5.84, -1.26], [-0.76, -7.60, 4.94], [3.96, 2.53, -5.93], [0.07, 8.73, 1.02], [3.66, 0.32, -3.00], [4.73, 4.80, -5.95], [-3.22, -7.50, 5.40], [2.43, 8.54, 0.66], [8.68, -5.38, -2.24], [-2.52, 5.90, 0.48], [-3.54, 5.54, 0.61], [5.12, -4.84, -1.56], [-3.41, -2.59, 0.21], [-0.93, 8.72, -1.14], [-0.86, 0.48, 2.88], [-3.73, -2.53, 1.52], [4.54, 3.83, -11.69], [-6.26, -2.43, 9.27], [3.19, -0.16, -1.33], [5.68, 2.15, -5.55], [4.78, 5.78, -8.36], [2.56, -6.00, -3.00], [4.31, 4.26, -4.30], [-3.22, 4.88, 3.00], [-4.71, -5.15, 1.69], [1.74, -5.41, -2.59], [-3.46, 0.78, 7.63], [6.07, -5.37, -1.65], [3.11, 1.76, -4.97], [5.86, 1.10, -5.80], [-2.93, -7.17, 7.13], [-1.81, -5.59, 5.73], [1.35, 1.77, -2.20], [4.02, 4.23, -5.35], [3.19, -1.36, -2.64], [-1.82, 1.57, 1.85], [-4.74, -3.80, 2.43], [2.06, 2.33, -2.81], [1.79, 9.19, 1.26], [0.25, 10.04, -0.98], [-1.65, 4.61, 3.78], [2.12, -5.04, -0.87], [-2.24, 5.83, -0.57], [-5.55, -1.13, 10.26], [-2.64, -1.67, -0.38], [-4.30, -2.74, -2.40], [3.02, 4.66, -5.46], [-4.28, -5.81, 2.34], [-4.26, 0.47, 8.30], [3.29, -4.11, -0.87], [7.34, -4.19, -2.11], [-2.94, 0.11, 5.13], [-6.24, -3.22, 2.65], [0.66, -4.05, -0.57], [-3.84, -3.62, -0.56], [6.38, 3.34, -8.67], [-1.88, 0.67, 2.51], [-3.49, -1.40, 3.31], [0.71, -3.67, 0.45], [0.44, -0.70, -1.81], [-3.87, -0.17, 5.29], [3.01, -0.31, -2.39], [6.32, -5.83, -0.69], [-2.23, 2.52, 4.50], [5.86, 2.30, -4.49], [5.59, 2.44, -11.36], [-2.44, 6.94, 0.80], [-5.38, -4.07, -1.93], [-0.04, 7.26, 1.25], [-4.83, -3.20, -1.54], [-4.12, -3.87, 3.91], [-5.41, -1.23, -0.68], [-5.17, 1.02, 8.05], [0.82, -6.00, -2.64], [0.05, 8.99, -0.76], [2.03, 9.06, 2.31], [-4.07, -6.16, 6.21], [-3.15, -3.72, 3.82], [-3.14, -6.73, 6.16], [1.30, 0.07, -2.77], [6.33, 2.78, -6.15], [1.93, 10.23, 0.98], [0.42, -6.33, 5.38], [4.94, 5.45, -9.39]]}


Entry 4:
{"formula": "H12O6", "method": "ωB97M-V with the def2-TZVPD basis set", "e_homo_ev": -11.4, "smiles": "O.O.O.O.O.O", "elements": ["H", "O", "H", "H", "H", "H", "H", "H", "O", "O", "O", "H", "O", "H", "H", "H", "H", "O"], "coordinates": [[1.17, 2.60, -0.35], [0.67, 3.23, 0.15], [-0.18, 3.44, -0.31], [-1.49, -0.23, 1.60], [2.24, -0.23, -0.92], [-0.26, 0.34, 0.72], [-0.07, -1.92, -0.01], [-4.94, -0.10, -0.05], [2.49, -1.21, 1.46], [3.14, 0.14, -1.17], [-4.02, 0.11, -0.29], [2.08, -0.53, 1.02], [-0.70, -2.53, -0.40], [-4.22, 0.59, -1.06], [2.98, -1.66, 0.79], [-1.45, -2.07, -0.89], [3.41, -0.42, -1.85], [-0.81, 0.45, 1.58]]}


Entry 5:
{"formula": "C11H22BrNO7P", "method": "ωB97M-V with the def2-TZVPD basis set", "e_homo_ev": -13.1, "total_charge": 1, "smiles": "CCOC[C@]1(O)[C@H](COO)[N+]([C@@H](Br)CC)=C[C@@H]1P(=O)(O)O", "elements": ["H", "H", "H", "H", "H", "O", "H", "Br", "H", "C", "O", "H", "C", "H", "H", "C", "H", "O", "H", "N", "P", "C", "O", "H", "H", "C", "H", "H", "H", "C", "C", "C", "H", "H", "H", "O", "C", "H", "C", "H", "O", "C", "O"], "coordinates": [[-2.58, -0.02, 0.71], [0.11, -2.50, 1.36], [0.62, -3.97, 0.60], [-1.36, 1.47, -2.17], [-0.43, -1.23, -2.09], [2.90, 2.92, -1.44], [3.06, -0.33, -1.13], [1.85, -0.92, 3.17], [1.11, 2.33, 0.81], [0.91, -3.23, 1.34], [-1.13, 1.74, 2.85], [3.02, -3.22, 1.40], [-4.50, -0.70, -0.08], [0.92, 1.45, 2.28], [3.19, 2.37, -0.69], [-2.99, -0.55, -0.15], [2.30, -2.66, -0.15], [-0.76, 2.22, 1.57], [0.62, 2.36, -3.77], [1.64, -0.31, 0.40], [1.40, 2.57, -1.81], [2.43, -1.14, 1.33], [1.39, 2.80, -3.37], [3.47, -0.88, 1.25], [-2.56, -1.54, -0.12], [0.46, 1.63, 1.32], [-5.03, 0.01, -0.70], [-2.08, 1.54, 2.78], [-4.75, -1.71, -0.38], [-1.51, 0.97, -1.22], [2.26, -2.62, 0.93], [-0.19, 0.29, -0.86], [1.07, 0.38, -2.59], [-1.78, 1.75, -0.51], [-4.82, -0.61, 0.95], [-0.22, -1.12, -1.14], [2.10, -0.04, -0.74], [-0.37, -0.26, 1.25], [1.13, 0.75, -1.57], [0.97, -3.74, 2.29], [0.40, 3.38, -1.16], [0.30, 0.28, 0.60], [-2.57, 0.08, -1.36]]}


Entry 6:
{"formula": "C4H2O3", "method": "ωB97M-V with the def2-TZVPD basis set", "e_homo_ev": [-8.1, -8.1], "elements": ["O", "C", "H", "C", "O", "C", "C", "O", "H"], "coordinates": [[-1.58, -2.03, -0.55], [-1.49, -0.98, -0.19], [-1.46, 1.17, 0.21], [1.43, 1.48, -0.41], [1.51, -0.59, -0.12], [-0.87, 0.23, 0.35], [0.53, 0.46, -0.19], [2.44, 0.46, -0.40], [-0.52, -0.19, 1.30]]}


Entry 7:
{"formula": "C4H7NO", "method": "ωB97M-V with the def2-TZVPD basis set", "e_homo_ev": -8.9, "smiles": "C1OC[C@@H]2N[C@@H]12", "elements": ["H", "N", "C", "C", "C", "C", "H", "H", "H", "O", "H", "H", "H"], "coordinates": [[0.22, 0.20, -1.95], [1.09, 1.27, 0.80], [-0.29, -1.03, 0.80], [0.84, -0.11, 0.52], [-0.14, 0.91, -0.01], [-0.61, 0.17, -1.18], [1.80, 1.50, 0.15], [-1.53, 0.60, -1.62], [-0.93, -0.70, 1.51], [-0.89, -1.06, -0.58], [-1.04, 0.92, 0.57], [0.07, -2.07, 1.19], [1.41, -0.59, -0.19]]}


Entry 8:
{"formula": "C27H28FeGeNO2PS", "method": "ωB97M-V with the def2-TZVPD basis set", "e_homo_ev": [-2.7, -2.7], "total_charge": -1, "multiplicity": 6, "elements": ["C", "C", "C", "H", "H", "C", "C", "C", "H", "C", "H", "C", "H", "C", "Ge", "H", "H", "S", "H", "C", "C", "C", "H", "H", "H", "C", "O", "C", "C", "H", "Fe", "H", "N", "H", "H", "C", "P", "C", "H", "C", "C", "H", "H", "H", "H", "C", "H", "H", "H", "H", "O", "C", "C", "H", "C", "C", "C", "H", "H", "C", "C", "H"], "coordinates": [[6.12, 0.68, 3.10], [-0.64, -2.73, 0.30], [0.54, 3.15, -1.78], [1.50, 3.43, -2.21], [0.84, -0.28, -5.86], [0.64, 5.57, -0.12], [-5.45, -0.86, -1.46], [-5.31, -0.99, 0.92], [-3.59, -0.96, -2.52], [-4.08, -0.96, -1.55], [0.51, -2.66, -2.32], [4.18, 0.63, 4.50], [1.32, -3.76, 2.87], [5.31, 0.48, 2.02], [-1.28, -0.98, -0.45], [-7.16, -0.81, -0.16], [7.19, 0.78, 2.94], [1.65, 0.51, 3.52], [-3.33, -1.15, 1.72], [0.22, -5.06, 1.56], [0.39, -0.47, -4.89], [0.66, -3.83, 2.01], [-1.27, 2.26, 0.53], [-0.91, 1.24, -4.98], [-5.79, -1.01, 1.89], [0.23, -2.68, 1.38], [1.46, 3.16, 0.83], [-3.29, -1.07, -0.41], [5.56, 0.74, 4.38], [0.57, -1.70, 1.72], [1.30, 0.86, 1.12], [-1.86, 0.85, -2.74], [3.96, 0.37, 2.15], [0.47, 2.06, -1.74], [6.18, 0.88, 5.25], [-1.27, 3.38, 0.48], [0.42, 3.74, -0.06], [-1.13, 0.16, -3.15], [0.54, -5.97, 2.05], [3.36, 0.50, 3.39], [-1.06, -3.97, -0.15], [5.66, 0.40, 1.00], [1.62, 5.79, -0.52], [-0.13, 6.05, -0.73], [-0.96, -6.10, 0.10], [0.78, -1.56, -4.13], [-0.27, 3.55, -2.39], [-1.73, -4.03, -1.00], [1.55, -2.23, -4.51], [-1.44, 3.79, 1.47], [3.22, 0.19, 1.07], [0.21, -1.80, -2.90], [-0.45, 0.50, 0.37], [-2.01, 3.73, -0.23], [-3.93, -1.07, 0.83], [-0.63, -5.13, 0.47], [-0.59, 0.38, -4.40], [3.70, 0.67, 5.47], [0.58, 5.94, 0.90], [-6.08, -0.88, -0.23], [-0.76, -0.94, -2.38], [-6.05, -0.78, -2.37]]}


Entry 9:
{"formula": "C21H43IO4", "method": "ωB97M-V with the def2-TZVPD basis set", "e_homo_ev": -9.9, "smiles": "CC(C)[C@H](C)CO[C@@H]1OC(=O)O[C@@H]1I.CCCCCC.CCCCCC", "elements": ["H", "H", "C", "H", "H", "C", "C", "O", "C", "H", "H", "C", "C", "H", "H", "H", "H", "H", "C", "H", "H", "H", "H", "H", "H", "H", "H", "H", "H", "C", "H", "H", "H", "H", "C", "I", "C", "H", "H", "C", "H", "H", "C", "C", "H", "H", "H", "H", "C", "C", "H", "C", "C", "O", "H", "H", "H", "H", "C", "H", "O", "H", "H", "H", "C", "O", "H", "C", "C"], "coordinates": [[-7.93, -0.44, -0.69], [1.21, 3.41, -3.44], [-2.05, 1.67, -0.54], [0.84, 3.46, 0.21], [-4.89, -0.22, -0.85], [-3.42, -2.40, -3.12], [-0.03, 1.59, 2.02], [-0.49, 2.81, 1.65], [-0.60, 2.12, -0.74], [-7.70, -2.66, -1.85], [7.30, 0.58, 2.07], [0.34, 0.28, 3.76], [1.46, 1.35, 2.14], [0.06, 1.25, -0.65], [8.07, -1.00, 3.86], [-0.81, 4.07, 0.12], [-2.97, -2.26, -4.11], [-2.13, 0.59, -0.44], [-0.21, 3.17, 0.30], [3.82, -1.43, 3.56], [7.50, -2.37, 2.90], [-2.47, 2.08, 0.39], [1.44, 3.84, -1.74], [-6.63, -1.94, -3.03], [-3.20, -0.34, -2.57], [2.63, -1.28, 1.25], [4.06, -0.59, 0.48], [5.33, -2.31, 3.68], [3.37, -2.08, -0.14], [6.86, -0.42, 2.15], [-2.64, -2.79, -2.46], [-1.82, 1.58, -3.42], [-3.80, -1.54, -0.50], [5.39, -2.60, 1.21], [-3.99, -1.10, -2.59], [2.44, 2.85, 3.32], [3.58, -1.52, 0.77], [-4.18, -3.17, -3.22], [-0.21, 1.69, -4.12], [5.53, -0.31, 2.90], [-5.42, -3.21, -1.26], [3.96, -3.28, 1.94], [-5.76, -2.19, -1.07], [4.46, -2.34, 1.72], [-6.88, 0.30, -1.90], [6.70, -0.77, 1.13], [8.82, -1.36, 2.31], [-8.44, -0.36, -2.38], [-4.59, -1.22, -1.19], [-7.58, -0.52, -1.72], [-0.52, 0.56, -2.80], [4.76, -1.63, 3.04], [-6.94, -1.88, -1.99], [-0.43, 1.33, 3.38], [-2.70, 1.98, -1.36], [2.01, 1.23, 1.21], [4.90, 0.42, 2.39], [-0.45, 0.75, 1.45], [-0.36, 2.65, -2.17], [-1.01, 3.51, -2.34], [0.15, -0.43, 4.68], [1.75, 2.19, -2.29], [-4.75, -0.72, -3.29], [-6.11, -2.18, -0.03], [7.87, -1.34, 2.85], [1.41, 0.15, 2.91], [5.71, 0.10, 3.89], [1.09, 3.05, -2.42], [-0.75, 1.56, -3.19]]}